Record 1
Entry from the Open Molecules 2025 dataset: a structure of composition C13H21BeBr2N2O3S2 at a distorted geometry (ωB97M-V/def2-TZVPD).

The orbital gap is 2.42 eV. As for the LUMO energy: -7.89 eV. Its charge is +1. For the total energy, the calculation gives -6801.83845 hartree.

Atoms and positions in Å:
1 C -0.567 -3.491 -1.038
2 C -0.916 -2.449 -2.101
3 Br -0.640 -3.281 -3.869
4 C -2.341 -1.917 -2.118
5 Br -3.704 -3.302 -1.875
6 N -2.645 -0.818 -1.198
7 C -1.719 -0.412 -0.245
8 C -2.170 0.984 0.322
9 C -1.565 2.064 -0.609
10 C -0.639 3.043 0.134
11 S 1.053 3.242 -0.533
12 C 1.723 1.602 -0.671
13 S 1.325 0.697 -2.077
14 N 2.551 1.046 0.212
15 C 2.139 -0.329 0.665
16 C 2.329 -0.510 2.162
17 O 1.737 0.475 2.950
18 C 2.016 1.803 2.542
19 C 2.945 1.902 1.344
20 C -1.734 -1.352 1.114
21 O -0.626 -1.421 1.660
22 O -2.834 -1.811 1.404
23 H -0.087 -2.985 -0.203
24 H 0.195 -4.145 -1.438
25 H -1.407 -4.058 -0.664
26 H -0.175 -1.662 -2.074
27 H -2.541 -1.563 -3.121
28 H -3.513 -0.993 -0.692
29 H -0.730 -0.243 -0.620
30 H -1.739 1.071 1.312
31 H -3.249 1.028 0.326
32 H -1.109 1.635 -1.496
33 H -2.414 2.643 -0.959
34 H -1.067 4.035 0.038
35 H -0.591 2.860 1.200
36 H 1.115 -0.567 0.405
37 H 2.759 -1.055 0.148
38 H 3.400 -0.618 2.357
39 H 1.891 -1.467 2.419
40 H 2.473 2.313 3.384
41 H 1.070 2.281 2.294
42 H 3.922 1.551 1.668
43 H 3.088 2.935 1.073
44 Be 2.990 1.238 -3.534

---

Record 2
Entry from the Open Molecules 2025 dataset: a structure of composition C13H21Cl3GaN4OSSb (ωB97M-V/def2-TZVPD).

The orbital gap is 8.03 eV. As for the LUMO energy: -5.43 eV. Its charge is +2. For the total energy, the calculation gives -4745.56604 hartree. As for the energy above the lowest of the compared OMol25 structures with the same formula, charge and spin: 0.268 eV.

Atoms and positions in Å:
1 Ga -0.298 -0.307 -0.283
2 Cl 4.909 -0.169 4.532
3 C 3.905 -0.187 3.139
4 C 2.541 -0.390 3.282
5 C 1.764 -0.406 2.142
6 Cl 0.038 -0.640 2.237
7 C 2.276 -0.237 0.857
8 O 1.510 -0.269 -0.243
9 C 3.654 -0.028 0.754
10 Cl 4.335 0.196 -0.810
11 C 4.459 -0.001 1.879
12 H 2.111 -0.537 4.263
13 H 5.521 0.167 1.768
14 C 1.029 1.351 -2.819
15 S -0.395 0.235 -2.711
16 C 0.295 -1.229 -3.528
17 H 1.071 1.741 -3.832
18 H 1.938 0.813 -2.561
19 H 0.874 2.162 -2.112
20 H 1.126 -1.633 -2.952
21 H 0.636 -0.930 -4.516
22 H -0.506 -1.957 -3.637
23 C -1.951 -3.418 1.675
24 Sb -1.678 -2.632 -0.282
25 C -0.900 -4.320 -1.330
26 C -3.647 -2.288 -1.009
27 H -2.571 -4.309 1.587
28 H -2.448 -2.686 2.308
29 H -0.984 -3.683 2.097
30 H -1.559 -5.158 -1.113
31 H 0.101 -4.534 -0.961
32 H -0.869 -4.144 -2.402
33 H -4.206 -3.221 -0.984
34 H -3.610 -1.904 -2.026
35 H -4.124 -1.556 -0.360
36 N -0.387 5.073 1.356
37 C -1.576 4.858 0.796
38 N -2.445 5.846 0.660
39 N -1.947 3.661 0.350
40 C -1.456 2.519 0.251
41 N -1.081 1.415 0.123
42 H -0.112 5.981 1.692
43 H 0.253 4.313 1.500
44 H -2.254 6.781 0.980
45 H -3.340 5.660 0.240

---

Record 3
Entry from the Open Molecules 2025 dataset: a cluster of 5 separate species, C13H21Cl6FO7S2 in total at a distorted geometry (ωB97M-V/def2-TZVPD).

The orbital gap is 10.12 eV. As for the LUMO energy: 0.13 eV. For the total energy, the calculation gives -4691.96553 hartree. As for the energy above the lowest of the compared OMol25 structures with the same formula, charge and spin: 0.328 eV.

Atoms and positions in Å:
1 C -1.951 6.511 3.767
2 Cl -2.652 4.960 3.092
3 Cl -1.890 7.797 2.554
4 Cl -0.284 6.277 4.333
5 H -2.592 6.847 4.581
6 C -2.842 -0.495 -1.439
7 Cl -3.318 -1.069 -3.001
8 Cl -3.648 -1.480 -0.248
9 Cl -3.280 1.218 -1.364
10 H -1.763 -0.577 -1.311
11 C -1.217 2.501 1.300
12 C -0.367 2.808 0.081
13 O 0.447 1.585 -0.080
14 C -0.193 0.618 0.508
15 O 0.112 -0.558 0.456
16 O -1.258 1.133 1.243
17 F 0.431 3.833 0.332
18 H -2.194 2.977 1.382
19 H -0.597 2.716 2.171
20 H -1.004 2.890 -0.799
21 C 0.702 -2.520 3.351
22 C -0.603 -2.802 2.646
23 C -0.539 -4.024 1.693
24 S 1.272 -4.228 1.218
25 O 1.460 -3.772 -0.209
26 O 1.803 -5.477 1.696
27 C 1.726 -2.790 2.278
28 H 0.889 -3.088 4.262
29 H 0.786 -1.478 3.662
30 H -0.954 -1.918 2.114
31 H -1.386 -3.051 3.362
32 H -1.137 -3.999 0.783
33 H -0.822 -4.901 2.276
34 H 1.783 -1.943 1.594
35 H 2.780 -2.960 2.497
36 C 2.784 0.194 -3.454
37 C 2.099 -0.639 -2.325
38 C 0.818 -1.184 -2.915
39 S 0.041 0.213 -3.840
40 O -0.654 1.145 -2.962
41 O -0.642 -0.354 -5.008
42 C 1.689 0.946 -4.291
43 H 3.397 -0.438 -4.097
44 H 3.597 0.821 -3.088
45 H 1.770 0.039 -1.537
46 H 2.756 -1.430 -1.964
47 H 0.137 -1.636 -2.193
48 H 1.012 -1.972 -3.643
49 H 1.698 2.021 -4.111
50 H 1.801 0.733 -5.354

---

Record 4
Entry from the Open Molecules 2025 dataset: a structure of composition C13H21ClF9O3P2Tl at a distorted geometry (ωB97M-V/def2-TZVPD).

The orbital gap is 6.16 eV. As for the LUMO energy: -9.51 eV. Its charge is +2. For the total energy, the calculation gives -2947.26726 hartree.

Atoms and positions in Å:
1 C 5.223 -4.007 -0.296
2 C 4.124 -3.114 0.189
3 H 4.767 -4.940 -0.637
4 H 5.930 -4.233 0.515
5 H 5.754 -3.541 -1.137
6 O 2.926 -3.348 0.216
7 Cl 4.746 -1.530 0.776
8 Tl 0.590 0.073 0.083
9 P -0.046 -0.581 2.446
10 C -1.605 -1.353 2.948
11 C 1.323 -1.705 2.836
12 H 1.312 -1.857 3.929
13 H 0.224 0.644 4.465
14 H 2.280 -1.265 2.499
15 H 1.098 1.439 3.092
16 H -1.748 -2.291 2.379
17 H 1.202 -2.651 2.279
18 C 0.165 0.940 3.405
19 H -1.526 -1.565 4.032
20 H -0.669 1.637 3.226
21 H -2.446 -0.666 2.740
22 P 0.379 0.667 -2.386
23 C -1.046 0.303 -3.446
24 C 0.694 2.450 -2.460
25 H 2.707 0.013 -2.393
26 H 2.009 0.207 -4.064
27 H 1.646 -1.278 -3.062
28 C 1.837 -0.189 -3.048
29 H 1.535 2.699 -1.791
30 H 0.936 2.700 -3.506
31 H -0.785 0.644 -4.466
32 H -1.945 0.836 -3.082
33 H -0.180 3.019 -2.114
34 H -1.239 -0.785 -3.440
35 C -2.052 -0.796 -0.385
36 O -3.020 -1.365 -0.543
37 F -2.253 3.036 -2.064
38 C -2.938 2.655 -0.944
39 F -4.092 3.367 -0.959
40 F -3.273 1.330 -1.118
41 C -2.059 2.827 0.371
42 O -0.919 2.120 0.343
43 C -1.646 4.356 0.530
44 F -2.751 5.172 0.597
45 F -0.905 4.528 1.656
46 F -0.878 4.747 -0.530
47 C -3.002 2.379 1.567
48 F -4.220 2.984 1.592
49 F -3.219 1.019 1.496
50 F -2.413 2.646 2.769

---

Record 5
Entry from the Open Molecules 2025 dataset: a cluster of 4 separate species, C13H21FI2N4O3 in total at a distorted geometry (ωB97M-V/def2-TZVPD).

The orbital gap is 9.02 eV. As for the LUMO energy: -0.78 eV. For the total energy, the calculation gives -1647.58288 hartree.

Atoms and positions in Å:
1 C -0.113 -2.429 5.171
2 C -0.828 -1.834 3.781
3 O 0.010 -2.256 2.648
4 C -0.119 -1.354 1.490
5 N 1.219 -1.039 0.859
6 C 1.313 0.499 0.922
7 O 2.281 1.131 1.643
8 O 0.331 1.402 0.251
9 F 0.953 2.387 -0.369
10 C 1.335 -1.540 -0.563
11 I 2.862 -0.237 -1.539
12 C 1.912 -3.068 -0.718
13 C 3.417 -3.294 -0.063
14 I 0.509 -4.639 -0.058
15 H -0.392 -1.630 6.011
16 H -0.586 -3.443 5.525
17 H 1.041 -2.481 4.950
18 H -1.941 -2.243 3.733
19 H -0.890 -0.668 3.937
20 H -0.765 -1.945 0.679
21 H -0.764 -0.412 1.775
22 H 0.313 -1.344 -1.119
23 H 2.055 -3.249 -1.890
24 H 3.524 -4.413 0.310
25 H 3.714 -2.494 0.737
26 H 4.202 -3.182 -0.952
27 C -1.827 3.182 -1.498
28 C -3.285 3.390 -1.481
29 N -4.436 3.555 -1.468
30 H -1.291 4.095 -1.779
31 H -1.451 2.876 -0.516
32 H -1.538 2.404 -2.212
33 C -7.899 3.864 -1.688
34 C -9.006 3.814 -0.719
35 N -9.880 3.774 0.047
36 H -7.674 4.891 -1.993
37 H -6.978 3.441 -1.273
38 H -8.132 3.300 -2.598
39 C 6.729 0.530 -3.096
40 C 5.931 -0.482 -3.808
41 N 5.301 -1.282 -4.370
42 H 6.253 0.833 -2.157
43 H 7.727 0.156 -2.846
44 H 6.864 1.435 -3.697